A molecular structure, C42H52N5SZr at a distorted geometry. Source: the OMol25 dataset; level of theory: ωB97M-V with the def2-TZVPD basis set.

Geometry (Å):
Zr: 0.3799 0.2587 -1.3004
C: 2.7965 1.6658 -3.3936
C: 2.1676 2.7214 -2.5032
N: 0.7389 2.4201 -2.3117
C: -0.0978 2.6291 -3.5247
C: -1.0636 1.4754 -3.7686
N: -0.3795 0.1660 -3.6155
C: 0.6084 -0.1072 -4.6883
C: 1.9657 -0.5296 -4.1344
N: 2.3501 0.3153 -2.9866
H: 3.8841 1.7470 -3.3522
H: 2.5137 1.8252 -4.4349
H: 2.3166 3.7176 -2.9322
H: 2.6312 2.7026 -1.5138
H: 0.3873 3.0352 -1.5732
H: 0.5620 2.7686 -4.3815
H: -0.6776 3.5478 -3.4197
H: -1.5165 1.5769 -4.7604
H: -1.8584 1.5090 -3.0245
H: -1.0974 -0.5539 -3.6304
H: 0.7130 0.7960 -5.2900
H: 0.2418 -0.8839 -5.3614
H: 2.7083 -0.4789 -4.9379
H: 1.9246 -1.5616 -3.7915
H: 3.1155 -0.1402 -2.4977
S: 0.7550 -4.5696 -1.2526
C: 2.2752 -3.8172 -1.0443
C: 2.1693 -2.4942 -1.2937
N: 0.9061 -2.0603 -1.6610
C: 0.0813 -3.0855 -1.6825
H: 3.1468 -4.3531 -0.7109
H: 2.9731 -1.7929 -1.1690
H: -0.9622 -3.0059 -1.9432
C: 0.1954 5.2405 1.3674
C: -0.7886 4.4993 0.5025
C: -1.7893 5.1750 -0.1910
C: -2.7146 4.4918 -0.9736
C: -3.8149 5.2255 -1.6929
C: -2.6107 3.1080 -1.0823
C: -1.6024 2.4046 -0.4277
C: -0.7115 3.1148 0.3820
N: -1.4335 0.9952 -0.6097
C: -2.2753 0.1408 0.2737
C: -1.8265 0.2449 1.7408
C: -2.6212 -0.7274 2.6160
C: -4.1111 -0.3857 2.5269
C: -4.5718 -0.4996 1.0711
C: -4.3471 -1.9298 0.5730
C: -2.8604 -2.2776 0.6733
C: -2.3858 -2.1592 2.1261
C: -2.0646 -1.2984 -0.1946
C: -3.7686 0.4743 0.1986
H: -0.1641 6.2396 1.6058
H: 1.1584 5.3472 0.8641
H: 0.3748 4.7073 2.3003
H: -1.8651 6.2520 -0.0981
H: -3.7895 6.2910 -1.4739
H: -4.7931 4.8432 -1.4000
H: -3.7289 5.1012 -2.7739
H: -3.3332 2.5667 -1.6829
H: 0.0438 2.5582 0.9321
H: -1.9843 1.2717 2.0858
H: -0.7546 0.0344 1.8054
H: -2.2807 -0.6406 3.6484
H: -4.2821 0.6315 2.8899
H: -4.6955 -1.0589 3.1590
H: -5.6326 -0.2488 1.0003
H: -4.6914 -2.0252 -0.4619
H: -4.9265 -2.6356 1.1731
H: -2.6980 -3.2987 0.3111
H: -1.3233 -2.4180 2.2083
H: -2.9388 -2.8634 2.7526
H: -2.3511 -1.3800 -1.2536
H: -0.9965 -1.5427 -0.0770
H: -3.9355 1.4987 0.5372
H: -4.1063 0.4078 -0.8425
C: 1.5440 0.0304 0.4317
C: 2.0260 -0.7480 1.3168
C: 2.5620 -1.6219 2.1689
C: 1.6761 -2.0939 3.2663
C: 1.4258 -3.4526 3.4638
C: 0.5413 -3.8786 4.4431
C: -0.1086 -2.9541 5.2507
C: 0.1328 -1.6004 5.0645
C: 1.0126 -1.1757 4.0800
C: 3.9234 -2.1600 1.9581
C: 4.7233 -1.7346 0.8903
C: 5.9989 -2.2356 0.6954
C: 6.5267 -3.1765 1.5703
C: 5.7636 -3.5784 2.6557
C: 4.4864 -3.0737 2.8519
H: 1.9262 -4.1819 2.8363
H: 0.3595 -4.9367 4.5774
H: -0.7884 -3.2872 6.0231
H: -0.3575 -0.8716 5.6964
H: 1.2044 -0.1189 3.9388
H: 4.3521 -0.9493 0.2425
H: 6.5958 -1.8745 -0.1330
H: 7.5237 -3.5679 1.4229
H: 6.1670 -4.2873 3.3666
H: 3.9209 -3.3905 3.7186

Properties
Net charge: +1
ΔE to the lowest compared entry with this formula, charge and spin: 0.0 kJ/mol
Lowest unoccupied orbital energy (spin up / spin down): -2.4017 / -2.3990 eV
HOMO (spin up / spin down): -8.18 / -8.19 eV
Kohn-Sham gap (spin up / spin down): 5.78 / 5.79 eV
F_max: 1.01 eV/A